No. 1
Here is a structure of composition C22H20FN5ReS from the OMol25 dataset. Energies are from ωB97M-V/def2-TZVPD.

## Properties
- Energy: -46252.960 eV
- Highest occupied orbital energy (alpha / beta): -13.85 / -13.93 eV
- Total charge: +2
- Spin multiplicity: 2
- ⟨S²⟩: 0.94

Cartesian coordinates (Å):
Re1 -0.817 0.721 0.868
S1 1.428 0.209 0.371
C1 1.571 -1.241 1.504
N1 2.655 -1.924 1.666
N2 3.772 -1.744 1.053
C2 4.879 -2.495 1.362
C3 4.826 -3.393 2.446
C4 5.922 -4.169 2.741
C5 7.075 -4.068 1.964
C6 7.147 -3.148 0.920
C7 6.061 -2.357 0.612
N3 0.520 -1.493 2.244
N4 -0.561 -0.822 2.045
C8 -1.486 -0.771 3.100
C9 -2.858 -0.720 2.795
C10 -3.780 -0.529 3.808
C11 -3.351 -0.389 5.121
C12 -2.000 -0.508 5.431
C13 -1.063 -0.702 4.437
H1 3.856 -1.031 0.314
H2 3.917 -3.448 3.024
H3 5.897 -4.850 3.576
H4 7.919 -4.708 2.170
H5 8.060 -3.054 0.352
H6 6.105 -1.653 -0.206
H7 -3.182 -0.932 1.783
H8 -4.834 -0.504 3.578
H9 -4.064 -0.199 5.907
H10 -1.676 -0.450 6.458
H11 -0.012 -0.796 4.669
C14 0.000 5.039 -0.117
C15 -0.410 3.703 0.060
N5 -0.744 2.605 0.215
H12 -0.483 5.475 -0.994
H13 1.083 5.083 -0.257
H14 -0.258 5.630 0.764
F1 -7.140 0.056 0.108
C16 -5.847 0.039 -0.180
C17 -5.168 -1.178 -0.187
C18 -3.821 -1.182 -0.468
C19 -3.128 0.016 -0.743
C20 -1.692 -0.026 -1.006
C21 -3.862 1.222 -0.783
C22 -5.207 1.236 -0.490
H15 -5.711 -2.087 0.013
H16 -3.281 -2.117 -0.506
H17 -1.339 -1.036 -1.232
H18 -1.366 0.683 -1.776
H19 -3.362 2.135 -1.077
H20 -5.783 2.148 -0.516

Forces on the atoms, in the same order (eV/Å):
0.195 -2.645 -2.357
-1.316 -0.336 1.158
-2.628 3.522 -2.158
3.482 -1.661 0.165
-2.651 0.642 0.334
1.366 -1.085 0.606
-0.162 0.278 -0.251
0.123 0.056 -0.141
-0.103 0.208 -0.157
0.041 -0.160 0.154
-0.611 0.140 0.079
1.153 -1.642 0.876
0.181 0.860 -0.476
-0.833 -0.174 1.054
0.545 -0.052 -0.303
-0.029 0.166 0.302
-0.044 -0.032 -0.232
0.128 -0.024 -0.048
-0.042 0.047 -0.341
-0.073 -0.123 0.167
-0.005 -0.108 0.111
-0.072 -0.083 0.045
0.112 -0.006 0.074
0.025 0.002 -0.088
0.039 0.077 -0.096
-0.004 0.138 0.098
-0.083 0.009 -0.039
-0.091 -0.071 0.064
0.018 0.040 0.107
0.066 0.036 0.020
0.532 1.283 -0.128
-0.752 -1.806 0.182
0.625 2.136 -0.036
-0.049 -0.022 0.022
-0.050 -0.019 -0.036
-0.077 -0.011 -0.052
0.051 -0.019 -0.014
0.409 0.255 -0.126
-0.114 0.093 -0.008
0.070 0.351 -0.049
-0.589 0.115 0.387
1.047 0.126 0.464
0.481 -0.397 0.175
-0.443 -0.213 0.121
-0.062 -0.109 0.006
0.026 -0.122 0.069
0.107 0.270 0.088
0.132 -0.116 0.186
0.003 0.087 0.031
-0.079 0.102 -0.009

No. 2
Here is a structure of composition C10H24ClO3P2Zr from the OMol25 dataset. Energies are from ωB97M-V/def2-TZVPD.

## Properties
- Energy: -49253.106 eV
- Highest occupied orbital energy: -20.25 eV
- Total charge: +3
- Energy above the lowest of the compared OMol25 structures with the same formula, charge and spin: 0.0 kJ/mol

Cartesian coordinates (Å):
C1 0.182 0.036 -4.505
C2 1.037 0.269 -3.339
H1 0.750 -0.040 -5.453
H2 -0.570 0.847 -4.586
H3 -0.376 -0.903 -4.319
O1 2.205 0.485 -3.181
Cl1 -3.142 -0.330 -0.651
Zr1 -0.748 -0.084 -0.632
P1 -0.143 2.464 -0.687
C3 1.217 3.273 0.179
C4 -0.140 3.288 -2.300
H4 -0.071 4.373 -2.150
H5 -1.508 4.383 0.003
H6 -1.076 3.060 -2.824
H7 -2.495 2.956 -0.409
H8 2.177 2.804 -0.066
H9 0.702 2.962 -2.918
C5 -1.579 3.291 0.092
H10 1.258 4.331 -0.117
H11 -1.641 3.028 1.155
H12 1.063 3.222 1.265
P2 0.109 -2.564 -0.327
C6 1.518 -3.079 0.675
C7 -1.269 -3.383 0.547
H13 -0.609 -3.355 -2.483
H14 0.224 -4.636 -1.537
H15 1.181 -3.338 -2.344
C8 0.244 -3.575 -1.825
H16 -2.211 -3.170 0.027
H17 -1.064 -4.463 0.527
H18 1.596 -4.175 0.602
H19 1.347 -2.795 1.724
H20 -1.342 -3.038 1.589
H21 2.445 -2.615 0.313
C9 1.710 -0.060 -0.653
O2 2.814 0.000 -0.265
C10 -0.764 0.110 2.663
O3 -0.595 0.057 1.252
H22 -1.842 0.119 2.864
H23 -0.295 1.000 3.111
H24 -0.302 -0.758 3.157

Forces on the atoms, in the same order (eV/Å):
-2.801 -0.588 0.583
9.935 2.026 -2.824
0.601 0.103 0.630
0.226 -0.221 0.098
0.043 0.273 -0.314
-7.623 -1.305 0.419
1.558 0.184 -0.615
-2.453 -0.599 4.268
-0.285 2.711 -0.063
0.809 -0.463 0.363
-0.059 -0.303 -0.540
-0.012 -0.242 -0.082
0.260 -0.275 -0.123
0.092 0.161 0.004
0.020 0.149 0.186
-0.045 0.235 0.131
0.019 0.229 -0.006
-0.558 -0.699 0.148
-0.148 -0.304 -0.013
-0.019 0.028 -0.229
0.061 -0.073 -0.263
-0.216 -1.997 0.360
0.471 0.520 0.153
-0.413 0.466 -0.008
0.175 -0.278 0.046
0.054 0.285 -0.169
-0.145 -0.253 -0.008
0.007 0.448 -0.414
0.143 -0.215 0.227
-0.050 0.248 0.046
-0.023 0.328 0.019
0.145 -0.086 -0.301
0.009 -0.108 -0.330
-0.104 -0.315 0.228
5.778 0.326 2.654
-5.641 -0.350 -2.084
-0.362 -0.028 1.098
0.611 0.019 -2.317
0.243 -0.001 0.032
-0.149 -0.134 -0.543
-0.153 0.098 -0.445

No. 3
Here is an isolated molecule of C14H17BrClN3O2 from the OMol25 dataset. Energies are from ωB97M-V/def2-TZVPD.

## Properties
- Energy: -105926.245 eV
- Highest occupied orbital energy: -8.25 eV
- SMILES: O=C(NCCCN1CCCC1=O)Nc1ccc(Br)cc1Cl
- Energy above the lowest of the compared OMol25 structures with the same formula, charge and spin: 0.0 kJ/mol

Cartesian coordinates (Å):
O1 -1.525 -0.868 -3.354
C1 -0.653 -0.884 -2.511
N1 -0.364 0.148 -1.681
C2 -1.237 1.297 -1.632
C3 -2.522 1.043 -0.831
C4 -2.244 0.464 0.561
N2 -1.364 1.286 1.355
C5 -1.851 2.411 2.122
C6 -0.571 3.132 2.559
C7 0.489 2.031 2.531
C8 -0.059 1.023 1.539
O2 0.558 0.122 0.998
N3 0.135 -2.019 -2.354
C9 1.250 -2.233 -1.567
C10 2.200 -1.239 -1.316
C11 3.304 -1.487 -0.526
C12 3.487 -2.748 0.011
Br1 4.997 -3.096 1.108
C13 2.594 -3.773 -0.250
C14 1.488 -3.508 -1.034
Cl1 0.370 -4.792 -1.363
H1 0.138 -0.054 -0.818
H2 -0.670 2.121 -1.192
H3 -1.508 1.555 -2.658
H4 -3.139 0.329 -1.377
H5 -3.074 1.980 -0.747
H6 -3.187 0.337 1.102
H7 -1.766 -0.515 0.462
H8 -2.499 3.042 1.510
H9 -2.430 2.055 2.985
H10 -0.675 3.592 3.539
H11 -0.318 3.910 1.839
H12 1.476 2.378 2.233
H13 0.585 1.532 3.498
H14 -0.258 -2.840 -2.797
H15 2.076 -0.268 -1.764
H16 4.020 -0.704 -0.335
H17 2.749 -4.760 0.156

Forces on the atoms, in the same order (eV/Å):
-0.402 0.065 -0.256
0.327 -0.109 0.134
0.143 0.035 0.156
-0.323 -0.002 -0.095
0.308 -0.080 0.090
-0.142 -0.155 -0.315
-0.211 0.139 -0.011
-0.172 0.174 0.182
0.009 -0.024 0.039
0.050 0.067 0.009
0.173 0.210 0.172
0.305 -0.261 -0.008
-0.364 -0.384 -0.410
0.431 -0.078 0.323
-0.003 -0.210 -0.092
0.015 -0.145 0.091
0.080 -0.063 0.042
-0.073 0.018 -0.053
0.127 0.116 0.033
0.011 0.278 -0.007
-0.056 -0.084 0.001
-0.044 -0.008 -0.079
-0.042 0.001 -0.076
0.071 0.099 0.133
-0.074 0.027 -0.022
-0.093 0.040 -0.021
0.089 -0.055 0.002
-0.098 0.067 0.055
-0.001 -0.020 0.066
-0.018 0.059 -0.073
-0.022 0.054 -0.030
-0.022 0.001 0.011
0.002 -0.088 -0.004
0.030 -0.041 -0.003
-0.017 0.280 0.015
-0.027 0.076 -0.020
0.050 0.056 0.016
-0.016 -0.056 0.005

No. 4
Here is a cluster of 2 separate species, C5H11N in total from the OMol25 dataset. Energies are from ωB97M-V/def2-TZVPD.

## Properties
- Energy: -6850.436 eV
- Highest occupied orbital energy: -9.49 eV
- SMILES: C=CC.C=NC
- Energy above the lowest of the compared OMol25 structures with the same formula, charge and spin: 298.4 kJ/mol

Cartesian coordinates (Å):
C1 3.681 1.689 0.864
C2 3.066 2.588 1.720
C3 3.791 3.635 2.665
H1 2.962 1.032 0.278
H2 4.757 1.702 0.460
H3 1.979 2.662 1.707
H4 4.762 3.154 2.960
H5 3.113 3.802 3.551
H6 3.913 4.510 2.113
C4 -2.396 -2.627 -1.464
N1 -3.561 -3.090 -1.348
C5 -4.564 -2.518 -2.356
H7 -1.758 -2.939 -0.653
H8 -2.045 -1.748 -1.998
H9 -5.499 -2.546 -1.913
H10 -4.314 -1.434 -2.563
H11 -4.410 -3.175 -3.088

Forces on the atoms, in the same order (eV/Å):
-1.424 1.359 -0.249
2.262 -0.504 -0.860
-1.085 -3.597 0.353
1.143 0.823 0.683
-1.608 -0.115 1.407
0.162 -0.445 0.205
-0.863 0.882 -0.084
0.989 -0.057 -0.828
0.423 1.653 -0.628
-0.163 0.299 2.071
-1.061 1.014 -1.462
2.962 2.810 3.635
0.858 -0.426 -0.160
-0.284 -0.034 -0.759
-1.948 -0.324 0.606
-0.164 -1.262 -0.269
-0.200 -2.077 -3.661

Which formula does entry 2 have? C10H24ClO3P2Zr

Copy entry 3 word for word.
Here is an isolated molecule of C14H17BrClN3O2 from the OMol25 dataset. Energies are from ωB97M-V/def2-TZVPD.

## Properties
- Energy: -105926.245 eV
- Highest occupied orbital energy: -8.25 eV
- SMILES: O=C(NCCCN1CCCC1=O)Nc1ccc(Br)cc1Cl
- Energy above the lowest of the compared OMol25 structures with the same formula, charge and spin: 0.0 kJ/mol

Cartesian coordinates (Å):
O1 -1.525 -0.868 -3.354
C1 -0.653 -0.884 -2.511
N1 -0.364 0.148 -1.681
C2 -1.237 1.297 -1.632
C3 -2.522 1.043 -0.831
C4 -2.244 0.464 0.561
N2 -1.364 1.286 1.355
C5 -1.851 2.411 2.122
C6 -0.571 3.132 2.559
C7 0.489 2.031 2.531
C8 -0.059 1.023 1.539
O2 0.558 0.122 0.998
N3 0.135 -2.019 -2.354
C9 1.250 -2.233 -1.567
C10 2.200 -1.239 -1.316
C11 3.304 -1.487 -0.526
C12 3.487 -2.748 0.011
Br1 4.997 -3.096 1.108
C13 2.594 -3.773 -0.250
C14 1.488 -3.508 -1.034
Cl1 0.370 -4.792 -1.363
H1 0.138 -0.054 -0.818
H2 -0.670 2.121 -1.192
H3 -1.508 1.555 -2.658
H4 -3.139 0.329 -1.377
H5 -3.074 1.980 -0.747
H6 -3.187 0.337 1.102
H7 -1.766 -0.515 0.462
H8 -2.499 3.042 1.510
H9 -2.430 2.055 2.985
H10 -0.675 3.592 3.539
H11 -0.318 3.910 1.839
H12 1.476 2.378 2.233
H13 0.585 1.532 3.498
H14 -0.258 -2.840 -2.797
H15 2.076 -0.268 -1.764
H16 4.020 -0.704 -0.335
H17 2.749 -4.760 0.156

Forces on the atoms, in the same order (eV/Å):
-0.402 0.065 -0.256
0.327 -0.109 0.134
0.143 0.035 0.156
-0.323 -0.002 -0.095
0.308 -0.080 0.090
-0.142 -0.155 -0.315
-0.211 0.139 -0.011
-0.172 0.174 0.182
0.009 -0.024 0.039
0.050 0.067 0.009
0.173 0.210 0.172
0.305 -0.261 -0.008
-0.364 -0.384 -0.410
0.431 -0.078 0.323
-0.003 -0.210 -0.092
0.015 -0.145 0.091
0.080 -0.063 0.042
-0.073 0.018 -0.053
0.127 0.116 0.033
0.011 0.278 -0.007
-0.056 -0.084 0.001
-0.044 -0.008 -0.079
-0.042 0.001 -0.076
0.071 0.099 0.133
-0.074 0.027 -0.022
-0.093 0.040 -0.021
0.089 -0.055 0.002
-0.098 0.067 0.055
-0.001 -0.020 0.066
-0.018 0.059 -0.073
-0.022 0.054 -0.030
-0.022 0.001 0.011
0.002 -0.088 -0.004
0.030 -0.041 -0.003
-0.017 0.280 0.015
-0.027 0.076 -0.020
0.050 0.056 0.016
-0.016 -0.056 0.005